5
Properties=species:S:1:pos:R:3:forces:R:3:nbo_charge:R:1 method="wB97M-V/def2-TZVPD" total_charge=+1 e_homo_ev="-11.957 / -14.582" orbital_gap_ev="6.457 / 9.062" multiplicity=2
P 1.01923 -0.61870 0.26975 -2.939 1.514 0.203 1.59
O 0.01234 -1.30604 1.24858 0.835 0.128 -0.996 -1.24
Sr -2.01053 -0.50343 0.31627 0.918 0.293 0.096 1.91
O 0.07843 0.48321 -0.42003 0.964 -2.377 0.992 -1.24
H 0.90053 1.94496 -1.41456 0.223 0.441 -0.294 -0.02

27
Properties=species:S:1:pos:R:3:forces:R:3:nbo_charge:R:1 method="wB97M-V/def2-TZVPD" smiles=CO.CO.CO.O.O.O total_charge=0 e_homo_ev=-10.215 orbital_gap_ev=10.596
C -20.84161 -8.19469 -10.86129 0.409 -1.478 -0.290 -0.25
O -20.24646 -7.43376 -9.85099 0.192 0.819 0.087 -0.72
H -20.31157 -8.27828 -11.81006 0.424 0.867 -0.226 0.16
H -20.68661 -9.21156 -10.50066 -0.905 -0.214 0.108 0.18
H -21.87455 -7.94380 -11.10254 -0.131 -0.091 0.399 0.17
H -20.34587 -6.50037 -10.05223 0.018 0.125 -0.007 0.47
C -18.87505 -13.23786 -12.35371 -1.504 0.469 -0.160 -0.26
O -19.71477 -14.33282 -12.80288 1.036 0.610 0.382 -0.72
H -19.51073 -12.64482 -11.69620 0.092 -0.302 0.460 0.18
H -17.95587 -13.50827 -11.83400 -0.079 -0.266 -0.167 0.18
H -18.71062 -12.51442 -13.15227 0.533 -0.308 -0.378 0.17
H -19.16586 -14.85647 -13.39118 -0.113 -0.187 -0.108 0.46
C -23.93022 -12.83118 -10.48625 -2.369 2.949 -0.014 -0.25
O -23.75834 -14.17254 -10.46198 1.368 -1.592 0.007 -0.69
H -23.57638 -12.29725 -11.36819 0.177 -0.301 -0.322 0.16
H -25.00886 -12.68029 -10.44301 -0.332 0.130 -0.467 0.17
H -23.66973 -12.18856 -9.64525 1.056 -0.585 0.652 0.15
H -22.89813 -14.31917 -10.86216 0.137 -0.607 0.118 0.47
O -25.64636 -6.13584 -13.13967 0.238 0.056 0.144 -0.94
H -26.42008 -5.60191 -12.95941 -0.191 0.180 0.037 0.47
H -25.97907 -6.87762 -13.64494 -0.036 -0.217 -0.135 0.47
O -18.00125 -7.39464 -6.52163 0.217 -0.088 0.091 -0.94
H -18.44602 -6.76074 -5.95899 -0.080 0.144 0.162 0.46
H -18.55676 -7.45714 -7.29863 -0.175 -0.072 -0.319 0.48
O -23.79765 -4.56002 -9.52657 0.174 0.176 0.003 -0.94
H -24.08455 -5.03049 -8.74390 -0.047 -0.097 0.228 0.47
H -24.23359 -5.00990 -10.25031 -0.108 -0.119 -0.283 0.47

57
Properties=species:S:1:pos:R:3:forces:R:3:lowdin_charge:R:1 method="wB97M-V/def2-TZVPD" total_charge=+3 e_homo_ev="-14.817 / -17.177" orbital_gap_ev="4.912 / 3.710" multiplicity=6
Ir 0.00065 0.16483 0.12097 -0.644 -0.590 -0.755 1.08
P -2.15150 -0.13978 -0.33303 -2.827 0.984 -2.032 0.76
C -2.19400 0.64518 -2.05077 -0.062 -0.421 0.133 -0.22
C -0.86342 0.76115 -2.72195 0.036 1.196 -0.366 -0.29
N 0.22699 0.61050 -1.94314 -0.549 -0.817 1.163 -0.09
C 1.47467 0.81082 -2.38877 -0.093 0.865 -1.016 -0.31
C 1.61918 1.44139 -3.62116 0.273 -0.368 0.680 0.04
C 0.51232 1.71964 -4.41843 0.116 -0.285 -0.090 0.04
C -0.74226 1.31289 -3.99987 -0.416 -0.737 0.448 0.04
C 2.60394 0.38772 -1.48682 -0.146 0.221 -0.014 -0.22
P 1.96305 -0.84739 -0.23077 2.884 -0.113 -1.080 0.76
H -1.63840 1.38305 -4.61975 0.377 0.232 0.121 0.15
H 2.61435 1.70280 -3.90941 0.388 0.137 -0.460 0.13
H 0.63229 2.20243 -5.38112 0.067 0.018 0.065 0.14
H 3.35659 -0.09572 -2.12192 0.151 0.194 0.375 0.11
H 3.03460 1.27248 -0.98544 0.026 -0.401 -0.147 0.11
H -2.91714 0.14098 -2.67934 -0.189 -0.227 -0.238 0.11
H -2.57741 1.67921 -1.93986 0.102 -0.537 0.202 0.12
H -1.18203 -3.32543 -4.89309 0.421 -0.010 -0.019 0.01
O -1.75785 -3.87094 -5.42994 -0.122 0.231 0.232 -0.04
H -2.62767 -3.61013 -5.11455 -0.312 -0.240 -0.233 0.03
H -0.66933 -4.53239 0.39287 -0.134 -0.134 0.138 0.01
O -0.19584 -5.01275 -0.28970 0.158 0.238 0.113 -0.06
H -0.03658 -5.87954 0.10717 -0.001 -0.021 -0.200 0.06
C 2.30247 -2.40971 -1.05455 -0.704 -0.426 -0.035 -0.19
H 3.17104 -2.29704 -1.71064 -0.100 0.048 0.176 0.08
H 2.50872 -3.16480 -0.29613 -0.065 -0.085 -0.084 0.07
H 1.44369 -2.74083 -1.63785 0.067 -0.126 -0.086 0.06
C 3.06596 -0.88872 1.18602 -0.031 0.098 0.382 -0.21
H 2.82877 -1.82153 1.71373 0.206 0.189 0.022 0.07
H 4.11350 -0.90092 0.85959 -0.187 -0.067 0.065 0.09
H 2.88567 -0.04608 1.85936 0.152 -0.102 -0.105 0.04
C -3.30815 1.06830 0.37506 0.448 -0.070 0.609 -0.21
H -4.21730 1.10729 -0.23419 0.116 -0.122 0.111 0.09
H -3.53757 0.80357 1.40545 -0.172 0.165 0.044 0.06
H -2.80143 2.03332 0.33632 -0.235 0.124 0.161 0.06
C -3.04774 -1.70923 -0.20790 0.603 -0.386 -0.059 -0.19
H -3.25829 -1.86881 0.85680 -0.056 -0.002 -0.206 0.06
H -3.99512 -1.68990 -0.76136 0.226 0.198 0.099 0.09
H -2.43100 -2.53762 -0.57181 -0.172 0.051 0.005 0.06
C 1.85382 3.54436 3.70792 1.830 1.440 -1.876 0.07
C 1.92637 3.28915 2.32505 0.693 0.695 0.388 0.03
C 1.08694 2.33049 1.77450 -0.129 -0.011 -1.472 -0.05
C 0.31407 1.50613 2.59633 -0.717 -1.424 0.190 -0.17
C -0.31637 0.34156 2.05476 0.691 1.043 -0.093 -0.33
C -1.08828 -0.51980 2.82845 -0.228 0.021 1.174 -0.07
C -1.29330 -0.17231 4.17907 -0.875 -1.896 -1.196 0.04
C -0.66684 0.92645 4.75105 1.434 2.320 0.796 0.07
C 0.19983 1.76188 4.00154 0.044 0.380 1.221 -0.11
C 0.99295 2.81483 4.52340 -2.389 -1.955 2.083 0.07
H 2.47666 4.33061 4.13425 -0.166 -0.160 -0.078 0.16
H 2.62298 3.83397 1.69096 -0.141 0.019 0.257 0.14
H 1.02855 2.16978 0.67883 0.244 0.516 0.693 0.08
H -1.51163 -1.42515 2.39811 -0.070 0.207 0.292 0.10
H -1.95710 -0.78896 4.78166 0.123 0.119 -0.012 0.15
H -0.81048 1.16244 5.80590 -0.031 -0.173 -0.249 0.15
H 0.93343 3.03628 5.58818 0.086 -0.045 -0.236 0.15

21
Properties=species:S:1:pos:R:3:forces:R:3:nbo_charge:R:1 method="wB97M-V/def2-TZVPD" smiles="C=S(#[NH+])C[C@H](C)NC" total_charge=+1 e_homo_ev="-12.800 / -12.753" orbital_gap_ev="6.717 / 6.200"
C 1.37272 1.70305 -1.66723 0.429 0.025 0.963 -0.49
S 1.07125 2.01442 -0.06854 -0.845 -0.942 -0.942 1.31
N -0.21789 2.82109 0.05094 0.039 0.096 -0.205 -0.96
C 1.14087 0.35572 0.82012 0.100 0.421 0.098 -0.49
C -0.16973 -0.41497 0.65217 -0.304 -0.246 -0.105 -0.07
C -0.14836 -1.55618 1.68567 -0.037 0.288 0.009 -0.62
N -0.31909 -0.88090 -0.68982 0.822 0.682 -0.455 -0.62
C -1.64424 -1.02607 -1.23601 -0.454 -0.343 0.034 -0.41
H 2.16123 1.01680 -1.91256 0.117 -0.308 0.087 0.25
H 1.05351 2.42373 -2.40024 -0.281 0.153 -0.067 0.27
H -0.47977 3.21753 0.93834 0.179 0.047 0.472 0.41
H 1.33791 0.57982 1.86595 0.100 0.192 0.009 0.26
H 1.99078 -0.16222 0.38231 0.144 0.033 -0.060 0.25
H -1.01189 0.25227 0.86936 0.131 -0.078 0.016 0.23
H 0.72446 -2.18912 1.54724 0.105 -0.114 -0.013 0.22
H -1.04292 -2.16127 1.55690 -0.021 -0.021 -0.024 0.24
H -0.14447 -1.16538 2.69853 0.026 -0.021 0.168 0.23
H 0.29608 -1.64960 -0.92917 -0.116 -0.014 0.171 0.38
H -2.17866 -1.89583 -0.82599 -0.027 0.145 -0.061 0.19
H -2.22627 -0.12814 -1.02400 0.016 -0.045 -0.104 0.21
H -1.56554 -1.15474 -2.31397 -0.124 0.049 0.008 0.22

22
Properties=species:S:1:pos:R:3:forces:R:3:nbo_charge:R:1 method="wB97M-V/def2-TZVPD" total_charge=0 e_homo_ev=-7.505 orbital_gap_ev=8.102
C -0.67825 -0.55150 1.10921 0.618 -0.703 0.919 -0.15
C -1.34472 -1.21549 0.15681 -0.681 0.449 -0.774 -0.27
C -1.75643 1.20372 0.02295 -0.088 -0.126 -0.160 0.06
C 3.36018 0.87835 0.12368 0.344 -0.212 0.651 -0.13
C 2.57130 -0.22801 -0.34524 0.647 0.155 0.510 0.29
C -1.38901 -2.66967 -0.13184 -0.173 -0.135 -0.021 -0.65
C -2.10275 2.62946 -0.20077 -0.003 0.144 0.022 -0.66
C 2.11064 -1.44768 -0.32332 -0.120 -0.165 -0.303 -0.49
N -0.94290 0.78780 0.99755 -0.673 0.387 -0.819 -0.50
O 2.52867 0.92395 -1.04572 -0.682 0.255 -0.983 -0.47
S -2.32255 -0.09078 -0.90573 0.907 -0.007 1.111 0.38
H 3.01278 1.48202 0.95372 -0.024 0.019 0.030 0.18
H 4.42499 0.90871 -0.07270 0.039 0.011 -0.024 0.19
H -0.52905 -3.14494 0.33599 0.000 -0.011 -0.007 0.24
H -2.29549 -3.12304 0.27437 0.019 -0.098 -0.031 0.22
H -1.36625 -2.85882 -1.20359 0.043 -0.146 -0.082 0.21
H -1.19773 3.23777 -0.24117 -0.020 0.017 -0.042 0.23
H -2.64277 2.73859 -1.13607 -0.013 0.106 -0.022 0.24
H -2.72956 3.00625 0.60881 -0.031 0.016 -0.003 0.23
H -0.52136 1.44873 1.63100 -0.024 0.107 -0.008 0.41
H 2.38788 -2.12172 0.46406 0.088 -0.029 0.209 0.22
H 1.42237 -1.79372 -1.07199 -0.169 -0.036 -0.175 0.21

27
Properties=species:S:1:pos:R:3:forces:R:3:nbo_charge:R:1 method="wB97M-V/def2-TZVPD" total_charge=+1 e_homo_ev="-12.405 / -11.639" orbital_gap_ev="7.542 / 6.917"
C 1.84945 2.34347 -0.80974 -0.082 -0.029 0.058 -0.14
C 2.08027 2.49023 0.55761 0.007 -0.019 0.036 -0.19
C 1.10514 1.27410 -1.30604 0.018 -0.135 -0.004 -0.20
C 1.60314 1.56936 1.46757 -0.094 -0.185 0.029 -0.18
C -2.66244 -0.15481 -1.43798 -0.096 0.002 0.141 -0.25
C -3.80878 0.35527 -0.91290 -0.020 0.113 0.175 -0.38
C 0.65251 0.33463 -0.41576 0.392 -0.089 0.478 -0.02
C 0.90438 0.45744 0.98074 0.091 0.101 -0.744 -0.05
C -1.67160 -0.35120 -0.43935 0.002 -0.151 0.396 -0.26
C -2.12863 0.04025 0.77186 0.459 -0.288 0.276 -0.11
C -0.25853 -0.84729 -0.60873 -0.390 0.600 -0.475 -0.06
C 0.34106 -0.64769 1.62788 -0.648 0.693 0.190 0.02
C 1.23837 -2.53196 0.39283 0.773 -0.545 -0.131 -0.42
N 0.06132 -1.66697 0.61769 -0.113 -0.275 0.099 -0.37
S -3.71212 0.62019 0.79641 0.156 -0.136 -0.332 0.49
H 2.24683 3.07582 -1.49399 0.018 0.086 -0.074 0.24
H 2.65185 3.33536 0.90568 0.038 0.101 0.053 0.24
H 0.89752 1.19307 -2.36125 -0.004 -0.009 -0.140 0.24
H 1.76525 1.67835 2.52697 0.111 0.088 0.140 0.23
H -2.51455 -0.39374 -2.47482 -0.087 -0.017 -0.267 0.24
H -4.71391 0.60977 -1.42699 -0.220 0.035 -0.150 0.26
H -0.11200 -1.42356 -1.52279 0.040 -0.066 0.169 0.25
H 0.31425 -0.89862 2.67020 0.020 -0.229 0.137 0.25
H 1.00399 -3.30508 -0.33566 -0.143 0.028 0.003 0.24
H 2.05311 -1.91694 0.01520 -0.077 0.041 0.026 0.24
H 1.55455 -2.99537 1.32482 -0.144 0.045 0.042 0.24
H -0.74045 -2.24408 0.89056 -0.008 0.240 -0.133 0.46

no.,energy (eV)
1,-14228.6116
2,-15685.7305
3,-49233.1673
4,-19200.5288
5,-22842.8359
6,-25990.8309